{"formula": "C36H102N6O15", "method": "ωB97M-V with the def2-TZVPD basis set", "homo_energy_ev": -8.50, "de_lowest_ev": 1.725, "spin_multiplicity": 1, "energy_ev": -78630.0663, "charge": 0, "species": ["C", "O", "C", "C", "C", "N", "H", "H", "H", "H", "H", "H", "H", "H", "H", "H", "H", "C", "O", "C", "C", "C", "N", "H", "H", "H", "H", "H", "H", "H", "H", "H", "H", "H", "C", "O", "C", "C", "C", "N", "H", "H", "H", "H", "H", "H", "H", "H", "H", "H", "H", "C", "O", "C", "C", "N", "C", "C", "O", "C", "H", "H", "H", "H", "H", "H", "H", "H", "H", "H", "H", "H", "H", "H", "H", "C", "O", "C", "C", "N", "C", "C", "O", "C", "H", "H", "H", "H", "H", "H", "H", "H", "H", "H", "H", "H", "H", "H", "H", "C", "O", "C", "C", "N", "C", "C", "O", "C", "H", "H", "H", "H", "H", "H", "H", "H", "H", "H", "H", "H", "H", "H", "H", "C", "O", "H", "H", "H", "H", "C", "O", "H", "H", "H", "H", "C", "O", "H", "H", "H", "H", "C", "O", "H", "H", "H", "H", "C", "O", "H", "H", "H", "H", "C", "O", "H", "H", "H", "H"], "positions_angstrom": [[5.1300, 4.2669, -9.0196], [5.6755, 3.3136, -8.1406], [6.3926, 3.8473, -7.0688], [5.5346, 4.5348, -6.0029], [6.4338, 4.9923, -4.8653], [4.4819, 3.6418, -5.4606], [5.9325, 4.8034, -9.5376], [4.4957, 4.9918, -8.4930], [4.4717, 3.7333, -9.7008], [6.9405, 3.0365, -6.5871], [7.1195, 4.5900, -7.4416], [4.9933, 5.4102, -6.3673], [5.9005, 5.5520, -4.0990], [7.2258, 5.6150, -5.2928], [6.9111, 4.1539, -4.3491], [4.8293, 2.6825, -5.4516], [3.7468, 3.5662, -6.1617], [0.7391, 7.0123, 1.5383], [1.0291, 5.7255, 1.0235], [1.2716, 5.6888, -0.3502], [0.0817, 6.1611, -1.1949], [-1.1711, 5.3879, -0.8866], [0.2815, 6.1204, -2.6544], [1.4696, 7.7609, 1.2199], [0.7452, 6.9180, 2.6212], [-0.2634, 7.3178, 1.2263], [2.1504, 6.2641, -0.6910], [1.4670, 4.6519, -0.6393], [-0.1217, 7.2247, -1.0306], [-1.0558, 4.3131, -1.0954], [-2.0283, 5.6968, -1.4860], [-1.4553, 5.3889, 0.1677], [1.2524, 6.2480, -2.9299], [0.0452, 5.1994, -3.0137], [5.6214, 9.4685, -11.7120], [6.1338, 10.0256, -12.8901], [7.4730, 10.4106, -12.7727], [8.0616, 10.6406, -14.1411], [9.5635, 10.9270, -14.0262], [7.4416, 11.7717, -14.8336], [6.1779, 8.5768, -11.3878], [4.5672, 9.2403, -11.8365], [5.7135, 10.1860, -10.8799], [7.6050, 11.3350, -12.1818], [8.0137, 9.6359, -12.2000], [7.9498, 9.7677, -14.7861], [9.7853, 11.5555, -13.1552], [9.9364, 11.3605, -14.9462], [10.0948, 10.0058, -13.7620], [6.4697, 11.5908, -15.0496], [7.4847, 12.5950, -14.2428], [3.9653, 8.6755, -7.9090], [5.2295, 8.3971, -7.3327], [6.1842, 9.4762, -7.3615], [7.2657, 9.0136, -6.4417], [6.9068, 9.2623, -5.0677], [7.8306, 8.6522, -4.1054], [7.2692, 8.6829, -2.7117], [5.9239, 8.2622, -2.7024], [5.2881, 8.4482, -1.4658], [4.0266, 8.5882, -8.9969], [3.5269, 9.6190, -7.5718], [3.3272, 7.8939, -7.4874], [5.6882, 10.3752, -6.9838], [6.4240, 9.6130, -8.4240], [8.2159, 9.5235, -6.6504], [7.4883, 7.9476, -6.6198], [6.0456, 8.8014, -4.7783], [8.8015, 9.1553, -4.0777], [8.0688, 7.6057, -4.3663], [7.4184, 9.6575, -2.2262], [7.8843, 7.9948, -2.1088], [5.7676, 7.8472, -0.6804], [4.2906, 8.0237, -1.5947], [5.1878, 9.4824, -1.1211], [1.4414, 6.2117, -10.6839], [1.2486, 6.0298, -12.0618], [0.0467, 5.3707, -12.3598], [-0.1678, 5.3196, -13.8543], [1.0056, 4.8296, -14.5188], [1.0656, 4.9532, -15.9541], [0.0898, 4.0511, -16.7199], [-0.8622, 4.6847, -17.5352], [-1.8347, 5.4246, -16.8367], [1.3119, 5.3120, -10.0807], [0.8400, 7.0513, -10.3027], [2.4443, 6.6350, -10.5657], [-0.8235, 5.8773, -11.9096], [0.0190, 4.3647, -11.9102], [-0.5329, 6.3180, -14.1535], [-1.0250, 4.6509, -13.9943], [1.8093, 5.1804, -14.0184], [2.0919, 4.7482, -16.2608], [0.8949, 5.9967, -16.2810], [-0.3678, 3.3208, -16.0280], [0.6559, 3.3831, -17.3751], [-2.6157, 5.7087, -17.5403], [-1.3922, 6.3398, -16.4368], [-2.2989, 4.8134, -16.0576], [-0.5029, 15.1262, -6.2500], [0.7191, 14.8652, -5.6490], [1.7953, 15.4680, -6.3513], [3.1086, 14.9456, -5.8074], [3.0210, 13.5341, -5.4778], [4.0775, 13.0960, -4.6147], [4.2437, 11.6175, -4.4714], [3.1251, 11.0675, -3.7759], [2.8987, 9.7020, -4.0505], [-1.3096, 14.5235, -5.8365], [-0.5165, 14.8679, -7.3273], [-0.7809, 16.1899, -6.2221], [1.7190, 16.5507, -6.1885], [1.7074, 15.2737, -7.4267], [3.4306, 15.5293, -4.9280], [3.9075, 15.0555, -6.5492], [2.0954, 13.2875, -5.1592], [4.0987, 13.6108, -3.6390], [5.0142, 13.4297, -5.0936], [5.1917, 11.3781, -3.9782], [4.2483, 11.1217, -5.4533], [1.9133, 9.4650, -3.6500], [3.6234, 9.0786, -3.5158], [2.9446, 9.5071, -5.1271], [11.2122, 7.2199, -1.3474], [10.9395, 7.9173, -2.5528], [10.3128, 7.2561, -0.7363], [11.3870, 6.1463, -1.5154], [12.0863, 7.5713, -0.7915], [11.4628, 7.4797, -3.2366], [8.1130, 8.8157, 1.6341], [9.4196, 8.7951, 1.0371], [8.1635, 9.0467, 2.7010], [7.6170, 9.6247, 1.1080], [7.6393, 7.8457, 1.4766], [9.8892, 8.0239, 1.3659], [10.9599, 7.8248, -6.2294], [11.8125, 7.2221, -5.2664], [11.2419, 7.6382, -7.2663], [9.9767, 7.3574, -6.1016], [10.8939, 8.8865, -6.0056], [12.4551, 6.6242, -5.6514], [4.1415, 12.3122, -8.6205], [3.5027, 11.5469, -9.6509], [4.0512, 13.3792, -8.8452], [3.6652, 12.1408, -7.6581], [5.2069, 12.0661, -8.5786], [3.5953, 12.0593, -10.4578], [6.3392, 12.0939, 0.7918], [6.7838, 13.2944, 0.1884], [5.2482, 12.1795, 0.9460], [6.3941, 11.2330, 0.1315], [6.7798, 11.9207, 1.7730], [6.9146, 13.9657, 0.8618], [8.6257, 7.2773, -9.3341], [9.8591, 7.6253, -9.9342], [8.4787, 7.8873, -8.4522], [7.7717, 7.3004, -10.0166], [8.6765, 6.2343, -8.9831], [9.9673, 7.1634, -10.7691]], "atomic_forces_ev_per_a": [[-0.2, 0.1, 0.4], [-0.3, -0.7, -0.1], [0.1, 1.1, 0.1], [-0.5, -0.6, 0.9], [0.4, 0.1, -0.1], [-0.1, -0.3, -0.6], [-0.1, 0.0, -0.2], [0.2, 0.1, 0.0], [0.2, 0.0, -0.2], [0.0, -0.1, -0.1], [0.1, -0.1, 0.0], [0.3, 0.1, -0.3], [-0.1, 0.1, -0.2], [0.0, 0.1, 0.3], [0.0, -0.1, -0.2], [0.2, 0.1, 0.3], [0.0, 0.2, 0.1], [-0.3, -0.3, -0.1], [0.4, 0.0, 0.3], [-0.3, 0.0, -1.3], [-0.4, 0.6, -0.6], [-0.6, -1.0, 0.3], [0.5, -0.7, -0.2], [0.1, 0.0, 0.0], [0.1, 0.1, 0.0], [0.0, 0.2, 0.0], [0.0, 0.1, 0.5], [0.0, -0.1, 0.3], [0.1, 0.0, 0.5], [0.3, 0.2, -0.2], [0.1, 0.3, 0.0], [0.1, 0.4, 0.0], [0.0, 0.2, 0.2], [-0.1, 0.0, 0.1], [0.2, 0.4, 0.8], [-0.4, -0.1, -0.3], [0.4, -0.5, 0.5], [0.6, 0.7, -0.4], [-0.1, -0.6, 0.9], [0.0, -0.1, -0.2], [-0.1, -0.1, -0.3], [0.0, -0.1, -0.2], [-0.2, 0.0, -0.1], [-0.3, 0.0, -0.1], [0.1, 0.0, -0.3], [-0.3, -0.1, 0.1], [-0.1, 0.4, -0.3], [0.1, 0.0, 0.0], [0.0, 0.0, -0.4], [0.0, 0.0, 0.2], [-0.1, 0.0, 0.0], [0.2, -0.7, 0.6], [-0.1, 0.3, 0.3], [-1.5, -1.0, -0.6], [1.0, 0.1, 0.1], [0.2, -0.3, 1.3], [0.5, 0.0, -0.6], [0.8, -0.2, 0.8], [0.0, 0.5, -0.1], [-0.4, -0.9, 0.2], [-0.3, 0.3, 0.0], [0.3, 0.2, -0.3], [-0.2, 0.0, -0.4], [0.3, 0.1, 0.0], [0.6, 0.2, 0.2], [-0.1, 0.2, 0.0], [-0.3, 0.0, -0.1], [-0.4, 0.3, -0.9], [-0.1, 0.1, -0.1], [-0.2, 0.0, -0.1], [-0.4, 0.2, -0.3], [-0.1, 0.0, 0.0], [0.2, 0.2, 0.0], [-0.1, 0.2, 0.1], [0.2, 0.1, -0.3], [0.6, 1.4, 0.1], [0.0, -0.2, 0.0], [-0.8, -0.3, 0.4], [-0.6, 0.1, 0.4], [-0.1, -0.5, 0.4], [0.1, 0.9, -0.2], [0.4, -1.1, 0.2], [0.0, 0.0, -0.2], [0.0, 0.0, -0.2], [0.0, -0.1, -0.1], [-0.5, -0.5, 0.0], [0.2, -0.6, 0.0], [0.2, 0.2, 0.0], [0.4, 0.0, -0.2], [0.4, 0.0, -0.3], [0.1, 0.0, -0.2], [0.2, 0.1, -0.4], [0.0, -0.2, 0.0], [-0.1, -0.1, 0.0], [-0.3, 0.5, 0.2], [0.0, 0.3, -0.3], [0.1, 0.0, -0.1], [-0.2, 0.0, 0.3], [0.1, 0.1, 0.2], [-0.9, 0.3, -1.3], [0.3, -0.3, 0.1], [-0.2, 0.3, 0.2], [0.3, -0.4, 0.5], [-0.4, -0.3, -0.5], [1.2, 0.7, -0.2], [-0.8, -0.8, 0.0], [0.0, 0.4, 0.0], [0.1, 0.2, 0.5], [0.2, 0.0, 0.5], [0.3, 0.0, 0.2], [0.1, -0.1, 0.3], [0.2, 0.0, -0.2], [-0.1, -0.1, 0.0], [-0.2, 0.0, 0.0], [-0.1, 0.3, -0.1], [0.0, 0.1, 0.3], [-0.2, -0.2, 0.1], [0.0, 0.0, 0.1], [-0.1, 0.0, 0.1], [0.3, 0.3, -0.1], [-0.1, 0.0, -0.2], [0.1, -0.1, -0.3], [-0.1, -0.1, 0.0], [-0.3, -0.8, 0.0], [0.4, -0.4, 0.3], [0.1, 0.3, 0.2], [0.0, 0.1, -0.2], [-0.1, 0.4, -0.1], [-0.1, 0.3, -0.3], [1.0, 0.0, -0.4], [-0.2, 0.0, 0.3], [-0.1, 0.0, 0.0], [-0.4, -0.2, 0.1], [-0.4, 0.2, 0.0], [0.1, 0.0, 0.0], [-0.6, -0.7, 0.1], [0.5, 0.0, 0.4], [0.3, 0.2, 0.1], [-0.1, 0.3, -0.1], [0.0, 0.1, -0.2], [-0.1, 0.1, -0.3], [0.1, 0.2, -0.5], [0.0, 0.2, 0.3], [0.0, 0.0, 0.2], [0.0, -0.1, 0.0], [0.0, 0.0, 0.2], [-0.1, -0.2, -0.1], [-1.7, 0.6, 0.4], [0.5, -0.3, -0.4], [0.2, 0.0, 0.3], [0.8, 0.2, -0.2], [0.3, -0.3, -0.1], [-0.1, -0.1, 0.1], [0.2, -1.3, 0.0], [0.1, 0.5, 0.0], [-0.1, 0.3, -0.2], [0.0, 0.5, 0.0], [-0.1, 0.1, 0.1], [-0.1, -0.1, 0.0]], "mulliken_charge": [-0.45, -0.40, -0.25, 1.27, -1.24, -0.74, 0.25, 0.19, 0.26, 0.37, -0.07, -0.41, 0.24, -0.01, 0.39, 0.32, 0.27, -0.62, -0.37, -0.23, 0.51, -1.47, -0.68, 0.25, 0.23, 0.26, -0.01, 0.33, 0.21, 0.37, 0.40, 0.34, 0.19, 0.29, -0.45, -0.39, -0.25, 0.31, -1.43, -0.72, 0.17, 0.33, 0.18, 0.21, 0.12, 0.33, 0.31, 0.41, 0.34, 0.28, 0.25, -0.48, 0.04, 0.37, -0.96, -0.07, -0.40, -0.48, 0.10, -0.76, 0.05, 0.02, 0.25, -0.29, 0.40, 0.54, 0.03, 0.16, 0.37, -0.12, 0.33, 0.25, 0.23, 0.12, 0.25, -0.72, -0.28, -0.75, -0.29, -0.26, -0.57, -0.54, -0.40, -0.59, 0.32, 0.33, 0.17, 0.36, 0.36, 0.21, 0.19, 0.24, 0.38, 0.38, 0.41, 0.31, 0.27, 0.22, 0.26, -0.77, -0.30, -0.58, -0.73, -0.03, -1.39, 0.98, -0.47, -0.03, 0.27, 0.32, 0.28, 0.37, 0.36, 0.34, 0.33, 0.26, 0.51, 0.43, 0.25, -0.65, 0.32, -0.19, 0.12, -0.42, -0.40, -0.01, 0.34, 0.28, 0.27, -0.15, -0.53, 0.33, -0.19, 0.27, 0.28, -0.11, -0.56, 0.40, -0.18, 0.17, 0.28, -0.19, -0.52, 0.48, -0.28, 0.21, 0.31, 0.04, -0.53, 0.27, -0.39, 0.31, 0.31, 0.07, -0.58, -0.27, 0.17, 0.26, 0.29]}